[1]
# C6H16N3RuSe

A structure of composition C6H16N3RuSe in a non-equilibrium geometry (ωB97M-V with the def2-TZVPD basis set, the OMol25 dataset).

The expectation value of S² is 6.01. For the frontier orbital gap (spin up / spin down), the calculation gives 6.5 / 7.4 eV. The calculation puts the HOMO energy (spin up / spin down) at -9.436 / -11.785 eV. The total energy is -78869.682 eV. The spin multiplicity is 5. The charge is +1. The lowest unoccupied orbital energy (spin up / spin down) is -2.937 / -4.398 eV.

Last column: Mulliken charge in e.
Positions of all 27 atoms, in Å:
C -1.79 1.71 0.33  -0.7332
Ru 1.40 -1.12 0.50  -0.1302
N 2.07 -2.00 -1.24  -0.8183
H 0.56 -0.16 -0.40  0.0440
H 3.01 -1.65 -1.46  0.3133
H -2.82 1.55 0.22  0.3298
H -1.28 2.24 -0.47  0.3121
H -1.39 0.68 0.28  -0.0692
H -1.55 2.04 1.34  0.1649
H 2.12 -3.00 -1.06  0.3544
H 1.51 -1.88 -2.08  0.2979
C 2.02 -0.40 3.00  -1.1184
N 0.82 0.02 3.68  0.2090
C 0.76 0.84 4.79  -0.3407
C -0.57 0.99 5.08  -0.3944
N -1.27 0.25 4.14  0.1966
C -2.71 0.17 3.99  -0.8435
C -0.41 -0.27 3.22  0.0533
Se -0.69 -1.24 1.67  -0.1293
H 2.77 0.27 3.40  0.3247
H 1.93 -0.21 1.88  0.7879
H 2.22 -1.44 3.26  0.3723
H 1.65 1.20 5.28  0.4151
H -1.11 1.55 5.86  0.4286
H -3.16 0.27 4.98  0.3318
H -3.06 1.00 3.37  0.3179
H -2.98 -0.78 3.49  0.3237

=====

[2]
# C5H5NO

A cluster of 2 separate species, C5H5NO in total (ωB97M-V with the def2-TZVPD basis set, the OMol25 dataset).

For the frontier orbital gap, the calculation gives 8.6 eV. The calculation puts the HOMO energy at -8.766 eV. The total energy is -8797.541 eV. The lowest unoccupied orbital energy is -0.150 eV.

Last column: Mulliken charge in e.
Positions of all 12 atoms, in Å:
O 0.16 -0.30 2.27  -0.4077
C 0.98 -0.25 1.43  0.9633
C 2.06 -0.28 0.69  -0.5874
C 2.35 -0.01 -0.58  -0.3946
C -0.64 0.53 -0.63  -0.5940
C -1.81 -0.48 -0.43  -0.1736
N -1.74 0.90 -0.07  -0.0133
H 3.36 -0.10 -0.98  0.2668
H 1.56 0.31 -1.25  0.2533
H -1.74 -1.22 0.35  0.1936
H -2.42 -0.74 -1.30  0.2346
H -2.14 1.64 0.49  0.2590

=====

[3]
# C32H54ClN2O5

A cluster of 2 separate species, C32H54ClN2O5 in total in a non-equilibrium geometry (ωB97M-V with the def2-TZVPD basis set, the OMol25 dataset).

For the frontier orbital gap, the calculation gives 9.3 eV. The calculation puts the HOMO energy at -11.810 eV. The total energy is -59791.733 eV. The charge is +1. The lowest unoccupied orbital energy is -2.544 eV.

Last column: Mulliken charge in e.
Positions of all 94 atoms, in Å:
C 1.91 -4.09 5.13  -0.8726
C 0.91 -3.22 5.05  0.1526
C -0.49 -3.60 5.37  0.5266
O -0.79 -4.12 6.40  -0.5069
O -1.43 -3.25 4.43  -0.2237
C -2.12 -4.36 3.82  -0.9283
C -1.23 -5.19 2.91  -0.5599
C -1.05 -4.58 1.51  -0.3353
C 0.39 -4.15 1.25  -0.4655
C 0.56 -3.42 -0.10  -0.7569
C 0.85 -1.95 0.17  -1.2095
C 1.00 -1.04 -1.07  1.3668
C -0.25 -1.17 -1.98  -2.5646
C -0.77 0.10 -2.68  0.6883
C -2.27 0.35 -2.36  -2.6766
N -2.72 1.74 -2.30  0.0550
C -3.92 1.92 -1.46  -1.0586
N 0.18 1.26 -2.54  -0.2975
C -0.15 2.45 -3.41  -1.6261
C -0.89 2.14 -4.70  0.7446
C 0.07 1.74 -5.83  -1.4951
Cl -1.73 3.66 -5.16  -0.1410
C 0.62 1.60 -1.12  2.3107
C -0.50 2.04 -0.17  -1.4760
C -1.24 0.96 0.62  -1.3980
O -0.68 0.91 1.92  -0.3404
C -1.37 0.01 2.77  0.4850
C -0.99 0.26 4.22  -1.4139
C 1.71 2.72 -1.19  -1.5041
C 1.24 4.18 -1.07  0.2363
O 0.84 4.81 -2.02  -0.5715
C 1.39 4.84 0.27  0.1492
C 0.28 5.26 0.99  -0.1269
C 0.47 5.87 2.23  -0.9011
C 1.75 6.06 2.72  -0.4126
C 2.86 5.63 2.01  -0.7891
C 2.67 5.01 0.78  -0.1670
C 1.38 0.37 -0.57  -2.9110
H 2.94 -3.76 5.21  0.2897
H 1.74 -5.16 5.11  0.2863
H 1.08 -2.20 4.74  0.1739
H -2.60 -4.96 4.60  0.4057
H -2.92 -3.90 3.23  0.3800
H -0.27 -5.38 3.39  0.2446
H -1.73 -6.16 2.82  0.4538
H -1.32 -5.31 0.75  0.3808
H -1.71 -3.71 1.44  0.1234
H 1.07 -4.99 1.35  0.5743
H 0.66 -3.45 2.05  -0.1074
H -0.35 -3.55 -0.68  0.5711
H 1.41 -3.87 -0.63  0.1796
H 1.82 -1.91 0.67  0.5312
H 0.13 -1.52 0.87  -0.3002
H 1.84 -1.47 -1.60  1.1054
H -1.06 -1.61 -1.38  0.5748
H -0.02 -1.93 -2.73  0.3825
H -0.72 -0.17 -3.74  1.3275
H -2.54 -0.12 -1.42  0.8939
H -2.84 -0.20 -3.12  0.2171
H -2.99 2.08 -3.21  0.3580
H -4.59 2.63 -1.95  0.4376
H -3.67 2.34 -0.49  0.2784
H -4.50 0.99 -1.35  0.3272
H 1.06 0.91 -2.93  0.9581
H 0.76 2.99 -3.67  0.7263
H -0.73 3.14 -2.81  0.6217
H -1.69 1.41 -4.62  0.2586
H 0.44 2.65 -6.30  0.4741
H -0.44 1.18 -6.61  0.3944
H 0.93 1.20 -5.45  0.3038
H 0.00 2.63 0.61  0.9058
H -1.18 2.73 -0.65  0.6090
H -1.18 -0.04 0.18  0.1139
H -2.29 1.23 0.70  0.7636
H -2.46 0.13 2.66  0.2486
H -1.15 -1.03 2.52  -0.1954
H -1.11 1.31 4.46  0.4003
H 0.01 -0.10 4.45  0.1946
H -1.68 -0.31 4.84  0.4022
H 2.25 2.63 -2.13  0.3112
H 2.43 2.55 -0.39  0.9341
H -0.71 5.11 0.57  0.4703
H -0.40 6.19 2.79  0.4210
H 1.88 6.54 3.68  0.4099
H 3.85 5.77 2.41  0.4105
H 3.54 4.69 0.21  0.4638
H 1.32 0.40 0.52  0.7471
H 2.44 0.50 -0.79  0.5754
C 2.96 -3.19 -4.15  -0.6003
O 3.18 -3.28 -2.75  -0.4322
H 2.02 -3.71 -4.37  0.2351
H 2.87 -2.15 -4.48  0.2214
H 3.76 -3.67 -4.71  0.3165
H 4.01 -2.84 -2.55  0.2617

=====

[4]
# H14O7

A cluster of 7 separate species, H14O7 in total in a non-equilibrium geometry (ωB97M-V with the def2-TZVPD basis set, the OMol25 dataset).

As for the structure (SMILES): O.O.O.O.O.O.O. For the frontier orbital gap, the calculation gives 10.3 eV. The calculation puts the HOMO energy at -10.693 eV. The total energy is -14558.031 eV. The lowest unoccupied orbital energy is -0.367 eV.

Last column: Mulliken charge in e.
Positions of all 21 atoms, in Å:
O 1.55 1.77 2.61  -0.6770
H 1.13 0.95 2.78  0.3709
H 1.39 1.85 1.63  0.3897
O -1.55 -3.09 -1.37  -0.6337
H -0.73 -2.63 -1.39  0.3046
H -1.99 -2.77 -2.25  0.3433
O 1.21 -1.99 -1.25  -0.6589
H 1.89 -1.86 -1.96  0.3080
H 1.63 -2.19 -0.48  0.3004
O -0.65 -0.09 2.75  -0.6046
H -0.86 0.28 1.90  0.3561
H -1.08 0.34 3.35  0.2843
O -0.49 0.27 0.11  -0.7621
H -0.04 -0.30 -0.43  0.2395
H 0.14 1.00 0.00  0.5297
O -2.58 0.40 -1.96  -0.6640
H -2.04 0.30 -1.05  0.4151
H -2.01 1.10 -2.48  0.2922
O 1.37 2.06 -0.07  -0.6119
H 1.55 2.90 -0.18  0.2312
H 2.16 1.74 -0.29  0.2470

=====

[5]
# C2H2Cl2N2O4

A cluster of 2 separate species, C2H2Cl2N2O4 in total in a non-equilibrium geometry (ωB97M-V with the def2-TZVPD basis set, the OMol25 dataset).

For the frontier orbital gap (spin up / spin down), the calculation gives 7.5 / 7.7 eV. The calculation puts the HOMO energy (spin up / spin down) at -10.151 / -10.227 eV. The total energy is -38311.924 eV. The lowest unoccupied orbital energy (spin up / spin down) is -2.631 / -2.520 eV.

Last column: Mulliken charge in e.
Positions of all 12 atoms, in Å:
C 0.58 1.27 -0.39  -0.1979
C -0.45 -1.07 0.37  -0.3832
N 1.49 0.47 -1.03  0.9584
N -1.63 -0.63 1.05  0.9826
O 1.21 0.11 -2.14  -0.5247
O 2.58 0.33 -0.50  -0.5936
O -1.60 -0.59 2.27  -0.5450
O -2.61 -0.45 0.33  -0.5469
Cl 1.04 1.94 1.09  -0.0341
Cl -0.58 -1.78 -1.18  -0.0132
H -0.28 1.75 -1.02  0.3857
H 0.25 -1.34 1.14  0.5119

=====

[6]
# CHCl3N2O

A cluster of 2 separate species, CHCl3N2O in total in a non-equilibrium geometry (ωB97M-V with the def2-TZVPD basis set, the OMol25 dataset).

For the frontier orbital gap (spin up / spin down), the calculation gives 7.3 / 7.3 eV. The calculation puts the HOMO energy (spin up / spin down) at -9.020 / -9.022 eV. The total energy is -43643.327 eV. The lowest unoccupied orbital energy (spin up / spin down) is -1.722 / -1.721 eV.

Last column: Mulliken charge in e.
Positions of all 8 atoms, in Å:
C -0.24 0.32 -0.90  0.7506
N 0.15 1.01 0.14  -0.2299
N -2.04 -0.41 -0.15  -0.2666
O -0.06 0.04 -1.98  -0.2996
Cl 1.66 2.04 0.25  -0.0298
Cl -3.14 -0.34 -1.41  -0.0206
Cl -2.36 0.76 1.11  -0.1449
H -0.39 0.91 0.99  0.2407